# 1
DFT (wB97M-V/def2-TZVPD) results for a cluster of 2 separate species, C20H17N3O in total.

- spin multiplicity = 1
- M (g/mol) = 315.4
- HOMO energy (eV) = -6.2
- LUMO energy (eV) = -2.0
- E (eV) = -27531.5048
- energy relative to the best compared isomer or geometry (same formula, charge and spin) (kJ/mol) = 0.00
- max |F| (eV/A) = 5.04

Positions of all 41 atoms, in Å:
1 H -0.505 -0.553 3.363
2 C -1.336 -0.569 -0.671
3 H -0.297 2.931 -4.556
4 N -2.907 -0.065 -2.213
5 C 2.825 -0.179 4.205
6 C -3.866 0.522 2.929
7 N -5.045 0.750 3.152
8 C 0.613 1.970 -2.825
9 H -4.956 0.354 -2.187
10 H -2.498 1.730 -4.294
11 C 0.430 1.087 -1.738
12 C -0.750 -1.061 0.495
13 C -2.667 -0.786 -1.084
14 C 1.432 -0.259 4.364
15 H -1.407 -1.392 1.300
16 H 0.980 -0.036 5.330
17 C -1.651 1.543 -3.632
18 H 1.752 -1.348 -1.210
19 C -1.760 0.620 -2.602
20 C 1.182 -0.952 2.082
21 H 4.249 -0.115 -0.718
22 C -4.184 0.028 -2.898
23 C -0.744 0.354 -1.647
24 C 1.738 -1.205 -0.129
25 H 4.493 -0.345 2.798
26 C 4.218 -0.912 0.034
27 H -4.480 -0.944 -3.318
28 O -2.696 0.289 2.711
29 C 0.587 -0.597 3.290
30 H 3.449 0.132 5.042
31 H -3.438 -1.377 -0.601
32 H 4.537 -1.845 -0.444
33 C -0.423 2.210 -3.749
34 H -4.110 0.752 -3.709
35 H 1.568 2.486 -2.959
36 H 4.927 -0.675 0.824
37 C 3.427 -0.464 2.969
38 H 1.213 0.983 -0.987
39 C 0.624 -1.135 0.746
40 N 2.887 -1.044 0.591
41 C 2.586 -0.886 1.945

Results of the natural (NBO) charge analysis, in e, for atoms 1 through 2: number 1, H, carries 0.28; number 2, C, carries -0.21

=====

# 2
DFT (wB97M-V/def2-TZVPD) results for a structure of composition C20H17N3O3.

- spin multiplicity = 1
- M (g/mol) = 347.4
- HOMO energy (eV) = -6.9
- LUMO energy (eV) = -0.5
- E (eV) = -31613.1512
- energy relative to the best compared isomer or geometry (same formula, charge and spin) (kJ/mol) = 1651.42
- max |F| (eV/A) = 16.97

Positions of all 43 atoms, in Å:
1 N 1.186 0.010 0.358
2 C 0.058 2.130 0.528
3 C 1.946 4.958 -0.127
4 H 3.187 -0.020 -1.161
5 C -6.494 -0.040 -0.979
6 H -0.953 2.601 0.877
7 C 0.781 4.364 0.094
8 C -0.916 -0.167 1.085
9 H -0.017 4.757 0.475
10 H 3.841 3.837 -1.128
11 O 0.693 -1.997 0.634
12 C 4.761 -3.040 0.373
13 H -2.864 -1.919 1.603
14 C 4.977 -1.517 -1.184
15 C 0.054 0.629 0.688
16 H -2.639 -2.700 -0.239
17 C 0.901 3.044 0.316
18 H -4.579 -2.307 -1.618
19 H 2.423 5.911 -0.429
20 H -7.518 0.423 -1.327
21 C -4.676 -0.102 0.687
22 O -1.388 -0.129 2.326
23 H 2.793 -3.359 1.548
24 C 3.456 -2.821 0.432
25 C 3.743 -0.923 -0.867
26 C -4.821 -1.684 -1.095
27 H -1.278 -1.009 -0.767
28 H 5.091 -4.087 0.826
29 C 5.475 -2.588 -0.542
30 C 2.887 -1.702 -0.119
31 N -1.551 -0.732 0.079
32 H -4.052 0.493 1.504
33 C 2.833 3.887 -0.470
34 H -6.220 1.213 0.595
35 H 5.689 -0.913 -1.701
36 C -5.910 0.405 0.382
37 C -4.093 -1.309 -0.177
38 N -6.059 -1.095 -1.588
39 H 6.400 -2.716 -0.665
40 C 1.554 -1.335 0.418
41 H 1.937 0.623 0.056
42 O 2.105 2.688 -0.068
43 C -2.747 -1.763 0.367

Results of the natural (NBO) charge analysis, in e, for atoms 1 through 2: number 1, N, carries -0.60; number 2, C, carries -0.26

=====

# 3
DFT (wB97M-V/def2-TZVPD) results for the molecule C20H17N3O3S2.

- SMILES = CCOc1cc(/C=C(\C#N)c2nc(-c3cccs3)c(NC(C)=O)s2)ccc1O
- spin multiplicity = 1
- M (g/mol) = 411.5
- HOMO energy (eV) = -8.2
- LUMO energy (eV) = -0.6
- E (eV) = -53295.6909
- energy relative to the best compared isomer or geometry (same formula, charge and spin) (kJ/mol) = 0.00
- max |F| (eV/A) = 4.54

Positions of all 45 atoms, in Å:
1 H 1.760 2.345 2.798
2 C 4.069 2.536 -0.294
3 C -3.136 -1.671 0.377
4 C 1.805 -0.997 0.526
5 C -0.734 -1.018 0.691
6 C 4.489 4.853 -2.277
7 H -2.202 -7.188 -0.852
8 C -2.054 -5.008 -0.652
9 H 6.217 3.399 0.549
10 H 4.814 2.904 -3.323
11 O 5.524 3.832 1.064
12 C -3.545 -6.395 0.630
13 N 2.799 -1.589 0.408
14 H 3.913 3.550 2.925
15 H -7.475 -0.481 0.973
16 C 0.610 1.129 0.814
17 C -2.536 -4.061 0.232
18 C 4.302 3.306 -2.508
19 H 5.543 4.930 -1.925
20 C -2.195 -2.606 0.456
21 H -1.243 -4.712 -1.347
22 C 3.539 3.245 2.030
23 H -0.334 1.646 0.904
24 O -5.018 0.315 0.590
25 H 3.899 5.130 -1.354
26 C -2.637 -6.339 -0.378
27 H 4.331 5.540 -3.128
28 C -5.476 -0.803 0.281
29 C 1.913 1.949 0.740
30 C 0.562 -0.297 0.673
31 H -7.270 -0.322 -0.749
32 H -5.016 -2.681 0.211
33 H -7.225 -1.954 0.134
34 H 2.532 1.458 -1.227
35 C 2.268 2.635 1.927
36 S -2.323 -0.125 0.560
37 H 3.335 2.967 -2.713
38 H -3.722 -7.350 1.081
39 C -6.967 -0.932 0.075
40 C 2.775 1.991 -0.367
41 N -0.884 -2.277 0.513
42 N -4.587 -1.798 0.050
43 S -3.684 -4.785 1.389
44 C 4.405 3.234 0.921
45 O 4.859 2.496 -1.430

Results of the natural (NBO) charge analysis, in e, for atoms 1 through 2: number 1, H, carries 0.21; number 2, C, carries 0.22

=====

# 4
DFT (wB97M-V/def2-TZVPD) results for a structure of composition C20H17N3O5SW.

- net charge = +2
- spin multiplicity = 1
- M (g/mol) = 595.3
- HOMO energy (eV) = -14.2
- LUMO energy (eV) = -8.0
- E (eV) = -48370.3074
- energy relative to the best compared isomer or geometry (same formula, charge and spin) (kJ/mol) = 8.67
- max |F| (eV/A) = 0.30

Positions of all 47 atoms, in Å:
1 H -5.354 2.436 0.914
2 C 0.676 -3.065 -0.190
3 C 4.287 0.337 1.709
4 H -7.616 1.532 1.342
5 C -5.579 1.399 0.700
6 C -4.609 0.577 0.153
7 W -0.099 -0.119 0.385
8 H -4.148 -2.546 -0.838
9 O 0.632 3.450 -0.607
10 H 2.775 0.853 -1.238
11 H 4.922 1.762 0.132
12 H 1.224 -5.123 -0.388
13 C 2.796 0.078 1.845
14 C 1.957 1.353 1.985
15 C -6.849 0.886 0.940
16 H 4.935 0.072 -0.367
17 C 1.032 2.405 -0.272
18 C 0.535 0.853 2.068
19 H 4.611 1.086 2.430
20 O -0.529 1.475 1.744
21 O 2.343 -0.278 0.475
22 C 4.415 0.806 0.246
23 H 2.830 2.933 0.687
24 N -0.300 -2.147 -0.188
25 S -3.044 1.211 -0.345
26 O 0.295 -0.499 2.246
27 C -1.592 -2.534 -0.374
28 H 4.856 -0.570 1.897
29 H -2.949 -4.181 -0.620
30 C 2.963 0.896 -0.170
31 C -6.150 -1.281 0.161
32 O 0.395 1.196 -0.796
33 H -1.147 -5.857 -0.665
34 C -4.900 -0.754 -0.101
35 H 2.522 -0.714 2.529
36 H 1.678 -2.691 -0.026
37 C 0.411 -4.411 -0.383
38 H -8.122 -0.837 0.862
39 C -7.134 -0.443 0.669
40 C -2.573 -1.406 -0.339
41 C 2.228 2.034 0.577
42 H -6.362 -2.328 -0.024
43 N -2.084 -0.211 -0.034
44 H 2.220 1.998 2.822
45 C -1.923 -3.858 -0.519
46 N -3.854 -1.622 -0.555
47 C -0.902 -4.811 -0.538

Results of the natural (NBO) charge analysis, in e, for atoms 1 through 2: number 1, H, carries 0.25; number 2, C, carries 0.13

=====

# 5
DFT (wB97M-V/def2-TZVPD) results for the molecule C20H17N5O3.

- SMILES = Cc1ccc(-n2nnc3c(=O)n(CC(=O)OCc4ccccc4)cnc32)cc1
- spin multiplicity = 1
- M (g/mol) = 375.4
- HOMO energy (eV) = -8.2
- LUMO energy (eV) = -0.4
- E (eV) = -34591.7177
- energy relative to the best compared isomer or geometry (same formula, charge and spin) (kJ/mol) = 1549.56
- max |F| (eV/A) = 13.31

Positions of all 45 atoms, in Å:
1 H 1.220 -0.507 5.682
2 N -0.557 -0.346 -1.889
3 H -0.489 -2.079 -1.000
4 H -0.655 4.370 -3.717
5 H 1.023 -2.793 0.499
6 C -2.210 1.496 -3.843
7 O 0.785 -0.729 2.487
8 C -0.097 0.943 -1.820
9 C -1.317 3.783 -3.925
10 O 2.761 -2.089 2.323
11 H -4.820 2.472 -6.523
12 C 2.965 -1.393 3.729
13 H 4.034 -1.589 4.042
14 H 2.843 -4.217 3.822
15 C 1.632 -1.441 1.883
16 H 2.792 -2.230 0.047
17 C 0.236 -1.063 -1.300
18 C -2.321 4.156 -4.717
19 C 2.307 -2.146 4.691
20 H 1.184 -5.475 5.454
21 C 1.400 -4.303 5.620
22 C 2.017 -3.682 4.636
23 H -5.141 3.938 -5.590
24 C -4.514 3.470 -6.154
25 C 1.334 1.485 -1.185
26 C 0.545 -3.652 6.422
27 C 1.889 0.278 -0.397
28 C 1.370 -1.704 5.591
29 C 0.419 -2.435 6.464
30 H -4.133 3.914 -6.897
31 H -2.140 0.685 -3.335
32 H -0.010 -1.843 7.181
33 C -3.375 1.802 -4.793
34 N 1.540 2.731 -1.333
35 N 1.069 -0.868 -0.433
36 N 0.526 3.087 -2.315
37 H -4.039 1.108 -4.665
38 N -0.226 2.212 -2.596
39 H -2.483 4.896 -5.340
40 H 2.688 -0.153 4.030
41 C -3.404 3.126 -5.346
42 C 1.662 -1.863 0.471
43 C -1.114 2.422 -3.576
44 H -0.014 -4.316 7.088
45 O 2.817 0.539 0.528

Results of the natural (NBO) charge analysis, in e, for atoms 1 through 2: number 1, H, carries 0.19; number 2, N, carries -0.47